The following is a DFT calculation (the ωB97M-V functional and the def2-TZVPD basis) of 2 unconnected molecules or ions with the total composition C3H9N at a distorted geometry.

```
13
C3H9N (the ωB97M-V functional and the def2-TZVPD basis)
C -1.74 -1.70 -3.26
C -0.58 -2.65 -3.52
H -2.09 -1.65 -2.22
H -2.56 -2.00 -3.93
H -1.51 -0.66 -3.47
H -0.25 -2.34 -4.57
H 0.31 -2.57 -2.87
H -0.86 -3.69 -3.54
C 1.56 3.13 5.55
N 1.82 4.34 5.84
H 0.70 2.88 4.88
H 2.41 2.40 5.54
H 2.79 4.50 5.57
```

Computed properties:
Gap between HOMO and LUMO ... 10.41 eV
SMILES ... C=N.CC
LUMO ... 0.031 Eh

Here are the Löwdin charges for atoms 1 to 4, given in e:
1 C -0.190
2 C -0.185
3 H 0.058
4 H 0.064

=====

The following is a DFT calculation (the ωB97M-V functional and the def2-TZVPD basis) of C3H9N in the gas phase at a distorted geometry.

```
13
C3H9N (the ωB97M-V functional and the def2-TZVPD basis)
C -0.83 0.43 -1.15
C 0.00 0.42 0.18
C -0.58 -0.72 1.06
N 1.43 0.01 -0.03
H -0.61 1.39 -1.81
H -0.65 -0.55 -1.70
H -1.91 0.66 -0.91
H 0.19 1.36 0.72
H -0.89 -0.27 2.04
H -1.55 -0.99 0.62
H 0.14 -1.64 1.11
H 2.03 0.10 -0.81
H 1.64 -0.96 0.42
```

Computed properties:
Gap between HOMO and LUMO ... 9.89 eV
SMILES ... CC(C)N
LUMO ... 0.044 Eh

Here are the Löwdin charges for atoms 1 to 4, given in e:
1 C -0.105
2 C -0.472
3 C -0.095
4 N -0.036

=====

The following is a DFT calculation (the ωB97M-V functional and the def2-TZVPD basis) of 2 unconnected molecules or ions with the total composition C3H9N at a distorted geometry.

```
13
C3H9N (the ωB97M-V functional and the def2-TZVPD basis)
C 0.40 2.64 -2.59
H 0.67 3.25 -1.69
H -0.13 1.73 -2.32
H 1.39 2.49 -3.03
H -0.27 3.17 -3.29
C 0.95 -1.33 1.39
C -1.22 -1.05 0.51
N -0.46 -0.85 1.45
H 1.44 -1.78 2.24
H 1.43 -0.17 1.34
H 1.36 -1.85 0.47
H -2.17 -0.68 0.63
H -1.25 -1.74 -0.36
```

Computed properties:
Gap between HOMO and LUMO ... 10.68 eV
SMILES ... C=NC.C
LUMO ... 0.034 Eh

Here are the Löwdin charges for atoms 1 to 4, given in e:
1 C -0.060
2 H 0.028
3 H 0.004
4 H 0.009

=====

The following is a DFT calculation (the ωB97M-V functional and the def2-TZVPD basis) of 2 unconnected molecules or ions with the total composition C3H9N at a distorted geometry.

```
13
C3H9N (the ωB97M-V functional and the def2-TZVPD basis)
N -1.38 3.32 0.56
H -0.83 2.47 0.54
H -1.84 3.40 -0.35
H -2.13 3.13 1.23
C 0.27 -1.56 0.84
C 1.26 -1.14 -0.23
C 0.86 -1.06 -1.49
H 0.10 -0.91 1.69
H 0.54 -2.54 1.24
H -0.59 -1.83 0.22
H 2.34 -1.25 -0.11
H 1.56 -1.01 -2.31
H -0.17 -1.05 -1.84
```

Computed properties:
Gap between HOMO and LUMO ... 10.84 eV
SMILES ... C=CC.N
LUMO ... 0.037 Eh

Here are the Löwdin charges for atoms 1 to 4, given in e:
1 N 0.001
2 H -0.005
3 H 0.005
4 H -0.001

=====

The following is a DFT calculation (the ωB97M-V functional and the def2-TZVPD basis) of a gas-phase ion, C3H9N2 (charge +1) at a distorted geometry.

```
14
C3H9N2 (the ωB97M-V functional and the def2-TZVPD basis)
C -0.06 -1.27 -0.01
C -0.85 0.06 -0.33
C 0.44 0.13 0.44
N -2.05 0.72 0.07
N 1.76 0.62 -0.09
H -0.36 -2.00 0.65
H 0.43 -1.73 -0.88
H -0.68 0.27 -1.38
H 0.19 0.15 1.51
H -2.19 0.60 1.04
H -2.91 0.54 -0.45
H 2.10 0.01 -0.90
H 2.55 0.31 0.51
H 1.64 1.58 -0.17
```

Computed properties:
Gap between HOMO and LUMO ... 9.35 eV
SMILES ... N[C@@H]1C[C@H]1[NH3+]
Charge ... +1
LUMO ... -0.142 Eh

Here are the Löwdin charges for atoms 1 to 4, given in e:
1 C -0.005
2 C -0.308
3 C -0.214
4 N 0.078

=====

The following is a DFT calculation (the ωB97M-V functional and the def2-TZVPD basis) of a gas-phase ion, C3H9N2 (charge +1) at a distorted geometry.

```
14
C3H9N2 (the ωB97M-V functional and the def2-TZVPD basis)
C -0.70 0.74 0.12
N -0.66 2.10 -0.20
H -1.01 0.47 1.14
H -1.30 0.15 -0.57
H -1.43 2.51 -0.71
H -0.36 2.70 0.56
C -0.07 -2.15 0.25
C 0.87 -1.30 -0.09
N 0.73 0.17 -0.06
H -1.08 -1.87 0.50
H 0.17 -3.20 0.27
H 1.91 -1.59 -0.19
H 1.01 0.53 -0.98
H 1.32 0.60 0.64
```

Computed properties:
Gap between HOMO and LUMO ... 11.45 eV
SMILES ... C=C[NH2+]CN
Charge ... +1
LUMO ... -0.123 Eh

Here are the Löwdin charges for atoms 1 to 4, given in e:
1 C -0.215
2 N 0.050
3 H 0.140
4 H 0.136

=====

The following is a DFT calculation (the ωB97M-V functional and the def2-TZVPD basis) of 3 unconnected molecules or ions with the total composition C3H9N2 at a distorted geometry.

```
14
C3H9N2 (the ωB97M-V functional and the def2-TZVPD basis)
C 3.28 -0.88 -1.65
C 3.71 -0.84 -0.31
C 3.88 0.71 0.07
N 2.66 1.60 0.89
N 3.47 -1.56 0.74
H 2.54 -1.60 -2.21
H 3.60 -0.11 -2.57
H 4.07 1.18 -0.83
H -20.17 -0.45 0.89
H 3.17 2.18 1.57
H 4.81 0.79 0.67
H 3.64 -2.55 0.89
H 1.90 1.29 1.40
H -20.56 0.22 0.45
```

Computed properties:
Gap between HOMO and LUMO ... 5.07 eV
Charge ... +1
LUMO ... -0.320 Eh

Here are the Löwdin charges for atoms 1 to 4, given in e:
1 C 0.289
2 C -0.324
3 C -0.059
4 N 0.063

=====

The following is a DFT calculation (the ωB97M-V functional and the def2-TZVPD basis) of 2 unconnected molecules or ions with the total composition C3H9N2O at a distorted geometry.

```
15
C3H9N2O (the ωB97M-V functional and the def2-TZVPD basis)
C 2.64 0.49 0.22
C -3.56 0.18 -0.21
C 1.47 -0.26 -0.43
N -2.55 0.42 0.48
N 0.57 -0.76 0.60
O -0.62 -1.24 -0.02
H 3.09 -0.13 0.99
H 3.40 0.73 -0.53
H 2.29 1.41 0.68
H -4.47 0.79 -0.10
H -1.70 -0.31 0.26
H -3.66 -0.61 -0.97
H 0.97 0.39 -1.17
H 1.85 -1.14 -0.97
H 0.27 0.04 1.17
```

Computed properties:
Gap between HOMO and LUMO ... 6.38 eV
Charge ... -1
LUMO ... 0.154 Eh

Here are the Löwdin charges for atoms 1 to 4, given in e:
1 C -0.139
2 C -0.281
3 C -0.354
4 N -0.028

=====

The following is a DFT calculation (the ωB97M-V functional and the def2-TZVPD basis) of a gas-phase ion, C3H9N2O (charge -2) at a distorted geometry.

```
15
C3H9N2O (the ωB97M-V functional and the def2-TZVPD basis)
C 0.35 -1.40 0.28
N -0.97 -0.73 0.15
C -1.57 0.82 0.37
O -0.80 1.86 0.93
C 1.25 -0.98 -0.94
N 1.66 0.52 -0.68
H 0.31 -2.54 0.16
H 0.82 -1.10 1.23
H -1.25 -0.91 -0.90
H -2.35 0.58 1.05
H -2.03 1.11 -0.60
H 0.60 -0.98 -1.86
H 2.09 -1.77 -1.06
H 2.28 0.54 0.18
H 0.89 0.98 -0.13
```

Computed properties:
Gap between HOMO and LUMO (alpha / beta) ... 2.89 / 6.97 eV
2S+1 ... 2
⟨S²⟩ ... 0.75
Charge ... -2
LUMO (alpha / beta) ... 0.272 / 0.266 Eh

Here are the Löwdin charges for atoms 1 to 4, given in e:
1 C -0.518
2 N -0.120
3 C -0.446
4 O -0.442

=====

The following is a DFT calculation (the ωB97M-V functional and the def2-TZVPD basis) of a gas-phase ion, C3H9N2O (charge +1) at a distorted geometry.

```
15
C3H9N2O (the ωB97M-V functional and the def2-TZVPD basis)
O 0.25 -1.42 0.72
C 0.59 -0.82 -0.27
N 0.79 -1.39 -1.48
C 0.64 0.71 -0.23
N -0.86 1.13 -0.07
C -1.32 1.46 1.30
H 0.53 -2.36 -1.56
H 1.18 -0.88 -2.26
H 0.96 1.29 -1.09
H 1.13 0.99 0.70
H -1.01 1.95 -0.65
H -1.38 0.38 -0.53
H -0.72 2.27 1.72
H -2.37 1.73 1.25
H -1.25 0.60 1.96
```

Computed properties:
Gap between HOMO and LUMO ... 11.19 eV
SMILES ... C[NH2+]CC(N)=O
Charge ... +1
LUMO ... -0.132 Eh

Here are the Löwdin charges for atoms 1 to 4, given in e:
1 O 0.106
2 C -0.548
3 N 0.199
4 C 0.016

=====

The following is a DFT calculation (the ωB97M-V functional and the def2-TZVPD basis) of 2 unconnected molecules or ions with the total composition C3H9N2O at a distorted geometry.

```
15
C3H9N2O (the ωB97M-V functional and the def2-TZVPD basis)
C 1.20 0.22 -0.15
C -1.83 -0.39 1.09
C -1.30 -0.05 -0.23
N 1.44 0.82 0.93
N 2.11 -0.07 -1.04
O -1.64 1.11 -0.80
H -1.55 -1.36 1.43
H -2.90 -0.22 0.88
H -1.65 0.46 1.81
H -0.64 -0.74 -0.72
H 0.75 1.17 1.54
H 2.39 0.86 1.34
H 2.02 -0.39 -2.04
H 3.13 -0.11 -0.66
H -1.58 1.11 -1.77
```

Computed properties:
Gap between HOMO and LUMO ... 8.54 eV
Charge ... +1
LUMO ... -0.161 Eh

Here are the Löwdin charges for atoms 1 to 4, given in e:
1 C -0.297
2 C -0.010
3 C -0.145
4 N 0.133

=====

The following is a DFT calculation (the ωB97M-V functional and the def2-TZVPD basis) of a gas-phase ion, C3H9N2O (charge +1) at a distorted geometry.

```
15
C3H9N2O (the ωB97M-V functional and the def2-TZVPD basis)
C -0.67 -0.51 -0.61
C 0.00 -1.58 -1.28
C 0.68 0.26 1.30
N -0.49 1.90 0.01
N 0.29 0.71 -0.02
O -1.81 -0.35 -0.54
H 0.93 0.93 -0.73
H 1.04 -1.69 -1.37
H -0.21 -2.48 -0.48
H -0.59 -1.93 -2.13
H -0.18 -0.45 1.63
H 1.61 -0.44 1.32
H 0.81 1.18 1.92
H -0.05 2.69 0.43
H -1.37 1.76 0.55
```

Computed properties:
Gap between HOMO and LUMO ... 11.71 eV
SMILES ... CC(=O)[N@H+](C)N
Charge ... +1
LUMO ... -0.140 Eh

Here are the Löwdin charges for atoms 1 to 4, given in e:
1 C -0.398
2 C 0.036
3 C -0.010
4 N 0.092